[1]
An isolated ion of composition CH5N2 and charge +1 in a non-equilibrium geometry, computed with ωB97M-V/def2-TZVPD.

Structure (XYZ):
```
8
CH5N2 ωB97M-V/def2-TZVPD
N -0.67094 0.49661 -0.80948
C -0.33716 -0.07040 0.32982
N 0.86444 -0.51176 0.63961
H -1.56904 0.95848 -0.83733
H 0.19028 0.88973 -1.51494
H -1.20077 -0.37737 0.82217
H 0.98377 -0.76545 1.56099
H 1.64224 -0.28950 -0.04876
```

Calculated values
Kohn-Sham gap = 12.35 eV
SMILES = NC=[NH2+]
lowest unoccupied orbital energy = -4.345 eV
electronic energy = -4091.09571 eV
ΔE to the lowest compared entry with this formula, charge and spin = 86.05 kJ/mol
charge = +1
HOMO = -16.692 eV

[2]
An isolated ion of composition CH5N2O and charge +1 in a non-equilibrium geometry, computed with ωB97M-V/def2-TZVPD.

Structure (XYZ):
```
9
CH5N2O ωB97M-V/def2-TZVPD
N 1.17238 0.77885 0.01272
C 0.50332 -0.34686 0.02449
N -0.82439 -0.48119 0.03547
O -1.80450 0.52593 0.18445
H 0.89423 1.72329 -0.06028
H 2.14283 0.70497 -0.12984
H 0.95670 -1.25364 0.13541
H -1.16654 -1.40978 0.17059
H -2.16997 0.88455 -0.58995
```

Calculated values
Kohn-Sham gap = 12.05 eV
SMILES = [NH2+]=CNO
lowest unoccupied orbital energy = -4.224 eV
electronic energy = -6137.04993 eV
ΔE to the lowest compared entry with this formula, charge and spin = 196.00 kJ/mol
charge = +1
HOMO = -16.270 eV

[3]
CH5N2O as an isolated structure in a non-equilibrium geometry, computed with ωB97M-V/def2-TZVPD.

Structure (XYZ):
```
9
CH5N2O ωB97M-V/def2-TZVPD
C -0.75336 -0.62994 -0.06797
N 1.15922 -0.68919 0.09193
N -1.29859 0.47737 0.13938
O 1.52198 0.60344 -0.12118
H -0.91622 -1.48748 -0.74200
H 1.48016 -0.90440 1.01619
H -2.23251 0.76578 -0.05978
H -0.79319 1.04377 0.80624
H 1.83252 0.82065 -1.06280
```

Calculated values
Kohn-Sham gap = 9.33 eV
lowest unoccupied orbital energy = -5.743 eV
electronic energy = -6134.16342 eV
ΔE to the lowest compared entry with this formula, charge and spin = 474.50 kJ/mol
charge = +1
HOMO = -15.078 eV

> What is the charge in the third record?

+1